A structure of composition C14H19CeClO. Source: the OMol25 dataset; level of theory: ωB97M-V/def2-TZVPD.

```
36
C14H19CeClO, DFT ωB97M-V/def2-TZVPD
C -0.598 2.614 -2.130
H 4.095 1.532 1.026
H 4.448 -0.609 -0.314
O 1.152 0.147 0.136
C -2.356 1.373 -1.267
H 2.091 -0.339 2.617
H -3.110 0.559 -1.184
H -0.691 -3.591 1.623
C 3.047 1.513 0.738
C 3.374 -0.588 -0.558
C -1.352 3.457 -1.241
Cl -0.908 1.733 2.658
H 2.367 -1.791 1.604
H 2.972 2.114 -0.181
H -3.253 3.028 -0.049
H 3.720 -0.782 2.146
H -0.824 -3.581 -1.074
H -0.941 0.425 -2.760
H -4.425 -1.644 0.445
H 3.274 -0.076 -1.512
C -3.479 -2.157 0.406
H 3.055 -1.619 -0.695
Ce -0.276 1.636 0.246
H 2.513 2.015 1.557
H -1.219 4.499 -1.115
C -2.443 2.701 -0.716
C -2.798 -2.563 -0.777
C -1.217 1.305 -2.148
H 0.262 2.886 -2.720
H -2.875 -2.299 2.559
C 2.680 -0.756 1.795
C -1.560 -3.158 -0.394
H -3.125 -2.388 -1.797
C -2.662 -2.528 1.520
C -1.491 -3.151 1.026
C 2.553 0.084 0.530
```

Net charge = -1
2S+1 = 2
E_LUMO (spin up / spin down) = 2.01 / 2.01 eV
Kohn-Sham gap (spin up / spin down) = 0.165 / 0.165 Ha